Entry 1:
The following is a quantum chemistry calculation of a molecular structure, C25H65BF4N11O9Rb2 at a distorted geometry, from the OMol25 dataset.

Calculated values
E   -2743.61455 hartree
Gap between HOMO and LUMO   6.31 eV
LUMO level   -3.5 eV
Maximum force   3.42 eV Å⁻¹
Total charge   +1

Element x y z (Å)
Rb  -4.32694  -1.32920  1.49338
Rb  0.32361  -4.22015  0.88083
B  -1.20629  -1.41465  -0.26142
F  -0.69967  -2.43560  -1.06563
F  -2.28942  -0.85166  -0.94217
F  -1.67134  -1.91433  0.93759
F  -0.24610  -0.40717  -0.15788
C  -4.95929  2.92061  -2.98215
O  -3.81509  3.40049  -2.31309
C  -2.83080  2.40776  -2.13126
C  -1.57063  3.05582  -1.48422
N  -0.66026  3.57849  -2.48532
C  0.60756  3.89754  -1.82082
C  1.68252  4.22415  -2.84973
O  1.79937  3.14048  -3.76365
C  3.03472  3.07427  -4.42117
H  -4.72896  2.59189  -3.99824
H  -5.75253  3.65955  -3.09282
H  -5.42507  2.08629  -2.44460
H  -2.50793  1.95057  -3.07429
H  -3.30386  1.61241  -1.54104
H  -1.12262  2.23933  -0.89625
H  -1.93772  3.76660  -0.74302
H  -0.43960  2.85619  -3.16491
H  0.95625  2.96548  -1.35489
H  0.49310  4.72081  -1.11802
H  2.62796  4.29215  -2.30142
H  1.45834  5.14385  -3.39496
H  3.85391  2.66408  -3.81596
H  3.32440  4.02068  -4.88121
H  2.93408  2.29461  -5.17928
C  -0.42405  -0.06137  3.15228
O  0.60969  -0.47484  4.02257
C  1.28774  -1.67593  3.74504
C  0.69635  -2.97669  4.29481
N  -0.67817  -3.19337  3.72433
C  -1.50359  -4.11089  4.49302
C  -2.89756  -4.17023  3.88510
O  -3.54247  -2.88666  3.88509
C  -4.01133  -2.48240  5.16614
H  -0.70954  0.95875  3.41797
H  -1.29693  -0.70720  3.12305
H  -0.03818  0.14511  2.14919
H  2.26567  -1.70330  4.23654
H  1.49255  -1.63430  2.66533
H  0.61005  -2.84841  5.37873
H  1.38710  -3.80298  4.11422
H  -1.08957  -2.27714  3.81864
H  -1.66620  -3.82355  5.53773
H  -1.08329  -5.11059  4.36606
H  -3.54095  -4.90788  4.37348
H  -2.78288  -4.54516  2.86479
H  -4.60400  -1.57262  5.05714
H  -3.22900  -2.17393  5.86393
H  -4.62704  -3.30149  5.54108
C  4.00771  1.26544  -0.74457
C  3.60835  1.71472  0.66807
C  4.52820  0.84142  1.55831
C  4.52546  1.23998  3.01114
C  5.09584  2.64554  3.10969
C  4.26565  3.63184  2.25034
N  3.99812  3.14006  0.87575
O  3.19578  4.02367  0.15584
C  3.00766  3.95501  3.13098
C  5.14916  4.86514  2.12630
C  2.13240  1.41800  0.89639
H  3.41321  1.75374  -1.51736
H  3.87997  0.18187  -0.75634
H  5.07478  1.45226  -0.85915
H  4.30787  -0.22263  1.40219
H  5.58153  0.80661  1.25985
H  5.20263  0.64683  3.63664
H  3.55581  1.13455  3.50311
H  6.18130  2.71265  3.04729
H  4.89186  2.76095  4.18147
H  2.20363  4.43692  2.56300
H  2.54903  3.05274  3.53212
H  3.20854  4.72756  3.87362
H  4.51092  5.69767  1.81130
H  5.54056  5.16548  3.09694
H  5.90985  4.68889  1.36790
H  1.80363  1.57219  1.92517
H  1.85216  0.41349  0.58127
H  1.63192  2.13307  0.23907
H  3.80794  4.53873  -0.38198
C  -4.97489  -0.75279  -3.69830
O  -4.19517  -0.17226  -4.43468
N  -4.80898  -0.72810  -2.33783
N  -6.02969  -1.49240  -4.14168
H  -5.07989  -1.52650  -1.78990
H  -3.92859  -0.30974  -2.07203
H  -6.00740  -1.69504  -5.12608
H  -6.62186  -1.93997  -3.47075
C  -3.48384  -4.81695  -0.17164
O  -2.38363  -5.16554  0.28316
N  -3.62587  -3.94174  -1.17241
N  -4.62392  -5.09468  0.52087
H  -2.80969  -3.64821  -1.68703
H  -4.53314  -3.57797  -1.38641
H  -5.54133  -4.78452  0.26229
H  -4.50783  -5.63909  1.35744
C  -0.56298  -0.30992  -4.16193
O  -0.52850  0.09321  -5.33728
N  0.18270  0.28590  -3.20803
N  -1.40010  -1.29315  -3.82016
H  0.91983  0.91313  -3.47951
H  0.15307  0.01075  -2.25058
H  -1.47465  -1.63799  -2.85996
H  -1.94845  -1.75576  -4.51684
C  1.43171  -3.86119  -3.47044
O  0.71042  -3.42139  -4.34787
N  1.60900  -3.34947  -2.22556
N  2.36555  -4.83521  -3.79761
H  2.41743  -3.69482  -1.74738
H  0.98057  -2.63130  -1.91690
H  2.49742  -5.05938  -4.76514
H  2.95517  -5.21653  -3.08281

Atomic partial charges in e from the Löwdin method, atoms 1 to 99: Rb 0.92; Rb 0.93; B -1.43; F 0.04; F 0.09; F 0.02; F 0.14; C -0.11; O -0.17; C -0.21; C -0.20; N -0.03; C -0.20; C -0.20; O -0.21; C -0.11; H 0.09; H 0.09; H 0.07; H 0.12; H 0.09; H 0.10; H 0.12; H 0.09; H 0.08; H 0.13; H 0.10; H 0.13; H 0.08; H 0.09; H 0.09; C -0.08; O -0.15; C -0.21; C -0.17; N -0.08; C -0.20; C -0.20; O -0.31; C -0.08; H 0.11; H 0.06; H 0.07; H 0.13; H 0.12; H 0.13; H 0.12; H 0.06; H 0.12; H 0.13; H 0.13; H 0.10; H 0.09; H 0.10; H 0.10; C -0.02; C -0.48; C -0.15; C -0.20; C -0.15; C -0.48; N -0.09; O -0.02; C -0.02; C -0.05; C -0.01; H 0.07; H 0.08; H 0.09; H 0.11; H 0.12; H 0.12; H 0.10; H 0.12; H 0.12; H 0.08; H 0.06; H 0.08; H 0.08; H 0.09; H 0.09; H 0.07; H 0.07; H 0.06; H 0.11; C -0.67; O 0.06; N 0.15; N 0.16; H 0.05; H 0.06; H 0.11; H 0.09; C -0.66; O -0.08; N 0.20; N 0.17; H 0.12; H 0.09


Entry 2:
The following is a quantum chemistry calculation of 8 unconnected molecules or ions with the total composition C25H66B3F12N5O5 at a distorted geometry, from the OMol25 dataset.

Calculated values
E   -2915.15120 hartree
Gap between HOMO and LUMO   6.71 eV
LUMO level   -7.1 eV
Maximum force   5.35 eV Å⁻¹
Total charge   +2

Element x y z (Å)
C  11.12061  14.20368  15.14633
C  11.35555  14.60357  13.67047
C  12.22140  15.78765  13.71361
O  12.38218  16.35534  12.43374
C  13.42785  17.39589  12.22722
N  11.89307  13.37199  12.97730
H  12.05525  13.47756  11.96924
H  12.73802  12.99775  13.47815
H  11.17047  12.69031  13.12146
H  10.81671  13.12507  15.14628
H  10.39763  14.77798  15.73866
H  12.02790  14.30099  15.67616
H  10.33297  14.89048  13.19828
H  13.25359  15.60081  14.05708
H  11.82128  16.41139  14.53910
H  13.86420  17.24842  11.23011
H  14.24683  17.17800  12.92930
H  12.90373  18.34600  12.42886
C  16.89402  9.60082  6.96530
C  15.89190  10.56191  7.50928
C  14.54971  10.44770  6.72759
O  13.80992  9.39646  7.32454
C  12.50975  9.37695  6.79100
N  15.57232  10.10955  8.91341
H  16.33179  9.48874  9.18852
H  15.74485  10.91281  9.56586
H  14.61037  9.80396  9.01984
H  16.49650  8.58105  7.10785
H  17.85123  9.59389  7.44921
H  17.16851  9.90609  5.95837
H  16.33700  11.54667  7.55805
H  14.88664  10.20986  5.67708
H  14.00581  11.34556  6.56987
H  12.10448  10.37793  6.82418
H  11.81835  8.74880  7.24827
H  12.60086  9.09626  5.69712
C  16.09990  7.79702  12.34967
C  16.42972  8.50639  13.60926
C  17.87859  8.49263  13.84938
O  18.10533  9.10914  15.12422
C  19.48735  9.46559  15.31177
N  15.93927  9.89584  13.41062
H  16.33536  10.31101  12.54610
H  14.92694  9.96358  13.32760
H  16.31538  10.42044  14.17640
H  16.34847  6.76740  12.33024
H  16.43597  8.29560  11.41449
H  15.05046  7.62571  12.18804
H  15.87256  8.15520  14.46855
H  18.48656  8.90337  13.00231
H  18.28989  7.44874  13.84460
H  20.00607  8.56510  15.01619
H  19.64037  9.64929  16.38684
H  19.76015  10.27898  14.64687
C  17.72786  16.74666  11.71996
C  18.14476  16.23905  10.37515
C  19.59726  15.91144  10.17227
O  19.77963  15.24944  8.96273
C  21.19079  14.93279  8.75820
N  17.43473  14.96212  10.13522
H  17.43989  14.44312  11.06090
H  16.44226  15.01267  9.78442
H  17.97056  14.40906  9.46226
H  18.43394  17.55282  11.95541
H  17.74646  16.05088  12.52272
H  16.67630  17.09528  11.68311
H  17.91389  16.93039  9.56504
H  20.01133  15.33486  10.98247
H  20.10114  16.89545  10.13244
H  21.67557  14.61059  9.70070
H  21.79553  15.69964  8.28701
H  21.21200  14.00545  8.21100
C  10.98828  6.31586  13.28441
C  9.65565  6.95750  13.76250
C  9.35087  8.26356  12.98366
C  7.90487  8.63429  13.06146
C  7.09163  7.44939  12.42726
C  7.12506  6.16757  13.24287
N  8.59895  5.87512  13.60682
O  8.94068  4.69071  13.84306
C  6.68010  4.96296  12.33504
C  6.41358  6.14330  14.63795
C  9.74338  7.13629  15.27027
H  11.12717  5.32026  13.73024
H  11.84500  6.94790  13.58257
H  11.08700  6.11771  12.18293
H  9.64915  8.16412  11.93067
H  10.13798  8.90789  13.37465
H  7.67188  9.50908  12.46922
H  7.52296  8.75815  14.03005
H  7.40866  7.38460  11.38967
H  6.02199  7.72086  12.33441
H  7.25646  4.87503  11.43692
H  5.62308  4.99401  12.02347
H  6.81177  4.06804  12.94023
H  6.66417  5.21131  15.12146
H  5.32860  6.13522  14.41303
H  6.69502  7.02662  15.20184
H  8.86704  7.65326  15.65866
H  10.60114  7.71807  15.56951
H  9.82005  6.22693  15.90651
B  14.18008  13.24158  10.66564
F  14.61597  12.41094  9.59124
F  14.38608  12.60620  11.87618
F  14.98480  14.50418  10.64209
F  12.76249  13.40942  10.43639
B  12.40117  10.04043  14.14222
F  11.09422  10.60154  13.84588
F  12.48910  8.95787  14.99473
F  12.97814  9.69732  12.86663
F  13.23178  11.07617  14.64287
B  18.23434  11.70168  10.80850
F  19.48890  11.20624  10.52018
F  18.10199  12.63796  11.79833
F  17.68170  12.20982  9.61666
F  17.28095  10.66125  11.16225

Atomic partial charges in e from the Löwdin method, atoms 1 to 99: C -0.03; C -0.31; C -0.25; O -0.19; C -0.03; N 0.24; H 0.11; H 0.16; H 0.12; H 0.10; H 0.10; H 0.07; H 0.20; H 0.14; H 0.15; H 0.08; H 0.08; H 0.10; C -0.04; C -0.29; C -0.16; O -0.19; C -0.08; N 0.20; H 0.14; H 0.12; H 0.15; H 0.11; H 0.09; H 0.10; H 0.14; H 0.15; H 0.12; H 0.09; H 0.07; H 0.12; C -0.04; C -0.33; C -0.20; O -0.19; C -0.06; N 0.25; H 0.12; H 0.12; H 0.16; H 0.09; H 0.09; H 0.08; H 0.17; H 0.15; H 0.16; H 0.08; H 0.11; H 0.09; C -0.02; C -0.33; C -0.23; O -0.18; C -0.04; N 0.19; H 0.15; H 0.16; H 0.13; H 0.11; H 0.08; H 0.09; H 0.16; H 0.13; H 0.15; H 0.10; H 0.09; H 0.09; C 0.00; C -0.41; C -0.11; C -0.14; C -0.11; C -0.40; N 0.05; O 0.18; C 0.00; C 0.03; C 0.01; H 0.09; H 0.09; H 0.11; H 0.14; H 0.10; H 0.12; H 0.09; H 0.13; H 0.14; H 0.08; H 0.11; H 0.08; H 0.09; H 0.12; H 0.08; H 0.09